1.
{"formula": "C8H13N3O2", "method": "ωB97M-V with the def2-TZVPD basis set", "elements": ["H", "N", "C", "C", "C", "C", "N", "C", "C", "N", "H", "H", "H", "H", "H", "H", "H", "H", "C", "C", "O", "O", "H", "H", "H", "H"], "positions_angstrom": [[0.0211, -2.1102, -0.2187], [0.7378, -1.7486, -0.8287], [0.4909, -0.6385, -1.3787], [1.5340, -0.0713, -2.3336], [-0.7103, 0.2328, -1.2423], [-1.2389, 1.1561, -2.1524], [-2.3235, 1.7094, -1.5706], [-2.4306, 1.1833, -0.2673], [-3.4498, 1.6082, 0.7374], [-1.4767, 0.2918, -0.0848], [1.0615, 0.1428, -3.3218], [2.3772, -0.7716, -2.5843], [1.6874, 0.8773, -1.8636], [-0.8779, 1.4498, -3.1695], [-2.7336, 2.5662, -1.9374], [-3.0945, 1.0801, 1.6434], [-3.2321, 2.6547, 0.9462], [-4.4619, 1.3754, 0.4727], [1.5734, -0.5103, 2.5022], [2.5356, -1.4673, 2.5228], [2.9424, -2.1160, 1.3686], [3.0411, -1.9276, 3.6845], [0.9702, -0.2899, 1.6289], [1.1466, -0.1496, 3.4160], [2.3127, -1.8902, 0.6423], [3.5978, -2.6367, 3.3889]], "atomic_forces_ev_per_a": [[-0.62, 0.26, 0.29], [0.47, -0.28, 0.40], [0.09, 0.09, -1.29], [-1.02, -1.01, -0.98], [-0.96, 0.88, -0.09], [1.82, -1.02, -0.69], [-0.32, 0.44, 1.11], [0.79, -0.38, -1.62], [2.20, -0.29, 0.65], [-0.48, 0.13, -0.25], [0.12, -0.05, 0.66], [-0.64, 0.97, 0.95], [1.31, 0.74, -0.13], [-0.57, -0.34, 1.22], [-0.17, -0.56, 0.37], [-0.75, 0.12, -0.31], [-0.70, 0.25, -0.02], [-0.47, 0.08, -0.04], [0.39, -0.97, 0.02], [-2.60, 1.31, -1.30], [-0.07, 0.29, 1.13], [0.19, 0.29, -0.97], [0.52, 0.00, -0.19], [0.21, 0.12, 0.45], [0.40, -0.15, 0.39], [0.83, -0.91, 0.26]], "total_charge": 0, "homo_energy_ev": -7.91, "smiles": "[H]/N=C(/C)c1c[nH]c(C)n1.C=C(O)O", "relative_energy_ev": 0.6073}

2.
{"formula": "C6H7NOS", "method": "ωB97M-V with the def2-TZVPD basis set", "elements": ["C", "C", "C", "C", "C", "C", "N", "O", "S", "H", "H", "H", "H", "H", "H", "H"], "positions_angstrom": [[1.8827, 1.0925, 0.1361], [0.7292, 1.0583, 0.6842], [-1.7407, 0.5966, 0.9393], [-1.8285, -0.6952, 0.7907], [-0.4748, 1.2365, 1.1735], [0.3741, -2.2738, -1.5403], [-0.6283, -2.1855, -0.7844], [0.6721, -1.4329, 1.2944], [-0.6307, -1.9842, 0.8872], [2.6381, 0.4658, 0.4665], [-2.4724, 1.3718, 0.6528], [-2.6284, -1.1850, 0.1976], [-0.6214, 2.0573, 1.8841], [1.4901, -2.2754, -1.1616], [0.3340, -2.3268, -2.5876], [1.9966, 1.7766, -0.7239]], "atomic_forces_ev_per_a": [[-0.32, 1.38, -1.64], [-2.16, 0.32, 0.61], [0.90, 1.07, -1.15], [-1.83, -1.98, -2.23], [0.84, 1.54, 1.46], [2.89, 0.22, 2.90], [-1.03, -0.13, -1.22], [0.18, -0.60, 0.56], [1.50, 0.21, 0.06], [1.54, -0.97, 0.45], [-0.40, -1.08, 0.45], [-0.17, 0.55, 1.00], [0.62, 0.08, -0.10], [-2.06, 0.18, -0.27], [-0.76, -0.26, -1.39], [0.26, -0.53, 0.49]], "total_charge": 0, "homo_energy_ev": -8.85, "relative_energy_ev": 4.0810}

3.
{"formula": "C44H55BCl2N6OSn", "method": "ωB97M-V with the def2-TZVPD basis set", "elements": ["Sn", "Cl", "C", "C", "C", "Cl", "C", "C", "C", "C", "N", "C", "C", "O", "H", "H", "H", "H", "N", "C", "C", "C", "C", "C", "N", "H", "H", "H", "H", "H", "H", "C", "C", "C", "C", "N", "H", "H", "H", "H", "H", "H", "H", "H", "H", "C", "C", "C", "C", "C", "C", "C", "C", "C", "C", "C", "C", "N", "B", "N", "C", "C", "C", "C", "C", "C", "C", "C", "C", "C", "C", "C", "C", "C", "H", "H", "H", "H", "H", "H", "H", "H", "H", "H", "H", "H", "H", "H", "H", "H", "H", "H", "H", "H", "H", "H", "H", "H", "H", "H", "H", "H", "H", "H", "H", "H", "H", "H", "H", "H"], "positions_angstrom": [[0.7248, 1.7553, -0.2670], [-2.4293, 4.9363, 3.1692], [-0.8702, 4.2245, 3.4927], [-0.4655, 4.1361, 4.8087], [0.7732, 3.5980, 5.0899], [1.2555, 3.4719, 6.7730], [1.6471, 3.1577, 4.0839], [2.9166, 2.5884, 4.3114], [3.6815, 2.2082, 3.2202], [3.1940, 2.4180, 1.9461], [2.0010, 2.9444, 1.6985], [1.2204, 3.2958, 2.7345], [-0.0820, 3.8222, 2.3868], [-0.4652, 3.8862, 1.1900], [-1.1134, 4.4805, 5.6043], [3.2896, 2.4731, 5.3215], [4.6669, 1.7793, 3.3543], [3.7608, 2.1634, 1.0618], [-2.2309, 3.9477, -0.9860], [-2.1844, 3.0958, -2.0286], [-2.8430, 3.3766, -3.2418], [-2.8207, 2.4397, -4.2521], [-2.1391, 1.2439, -4.0497], [-1.5353, 1.0527, -2.8232], [-1.5569, 1.9302, -1.8403], [-2.5151, 4.8952, -1.1626], [-1.5808, 3.8000, -0.2147], [-3.3654, 4.3185, -3.3584], [-3.3133, 2.6383, -5.1968], [-2.0754, 0.4868, -4.8167], [-0.9872, 0.1528, -2.5979], [3.7710, 2.5368, -3.2750], [2.3536, 1.9695, -3.0223], [2.3225, 0.4984, -3.4869], [1.3674, 2.7620, -3.9063], [2.0339, 2.0895, -1.6561], [4.0923, 2.3912, -4.3088], [4.4821, 2.0535, -2.6108], [3.7661, 3.5988, -3.0482], [2.4542, 0.3875, -4.5653], [1.3590, 0.0903, -3.2025], [3.0959, -0.0559, -2.9666], [1.6073, 2.6771, -4.9676], [1.3801, 3.8090, -3.6184], [0.3696, 2.3730, -3.7390], [-4.3195, -1.1264, 1.3935], [-4.0176, -0.0519, 0.3352], [-3.0381, 0.9835, 0.8806], [-3.5872, -0.6988, -0.9675], [-4.4534, -0.5954, -2.0473], [-4.2111, -1.2404, -3.2454], [-3.0868, -2.0351, -3.3733], [-2.1877, -2.1617, -2.3283], [-0.9781, -3.0656, -2.4746], [-0.0759, -2.6352, -3.6307], [-1.4140, -4.5291, -2.6282], [-2.4292, -1.4793, -1.1190], [-1.5032, -1.6380, -0.0814], [-0.3000, -0.8933, 0.2647], [0.2739, -1.7407, 1.2904], [-0.4795, -2.8897, 1.4484], [-1.5417, -2.8277, 0.6274], [1.5024, -1.6455, 1.9629], [2.6409, -2.1677, 1.3269], [3.8475, -2.2000, 2.0065], [3.9520, -1.6635, 3.2755], [2.8385, -1.1169, 3.8801], [1.5965, -1.1179, 3.2573], [0.4224, -0.6520, 4.0933], [-0.3689, -1.8693, 4.5988], [-0.5193, 0.3376, 3.4163], [2.5351, -2.7107, -0.0806], [2.5972, -4.2420, -0.0817], [3.6024, -2.0913, -0.9783], [-4.8095, -0.6743, 2.2565], [-3.4029, -1.5993, 1.7366], [-4.9796, -1.8948, 0.9841], [-4.9638, 0.4705, 0.1258], [-2.0371, 0.5726, 0.9489], [-3.3629, 1.3171, 1.8655], [-2.9799, 1.8471, 0.2299], [-5.3499, 0.0021, -1.9458], [-4.9075, -1.1423, -4.0690], [-2.9062, -2.5577, -4.3047], [-0.3816, -3.0001, -1.5613], [-0.6013, -2.6605, -4.5837], [0.7887, -3.2954, -3.6927], [0.2845, -1.6244, -3.4627], [-1.9893, -4.6814, -3.5410], [-2.0315, -4.8244, -1.7810], [-0.5415, -5.1825, -2.6585], [-0.1939, -3.6868, 2.1168], [-2.3386, -3.5409, 0.4902], [4.7164, -2.6516, 1.5460], [4.8987, -1.6732, 3.7990], [2.9286, -0.6989, 4.8734], [0.8507, -0.1526, 4.9715], [-0.8954, -2.3415, 3.7734], [-1.1067, -1.5640, 5.3393], [0.2992, -2.5990, 5.0575], [-1.1502, -0.1649, 2.6929], [0.0308, 1.1224, 2.9057], [-1.1531, 0.8080, 4.1684], [1.5675, -2.3997, -0.4851], [3.5174, -4.5959, 0.3828], [2.5564, -4.6262, -1.1010], [1.7540, -4.6444, 0.4767], [4.6084, -2.3463, -0.6507], [3.4916, -1.0093, -0.9600], [3.4784, -2.4421, -2.0020]], "atomic_forces_ev_per_a": [[-0.40, -0.68, 0.16], [-0.19, 0.02, -0.10], [-0.24, 0.12, -0.07], [0.59, -0.31, 0.03], [-0.43, 0.19, 0.47], [0.06, -0.04, 0.21], [0.01, -0.08, -0.08], [0.40, -0.13, -0.46], [-0.07, 0.15, 1.05], [-0.46, 0.24, -0.68], [0.80, 0.14, 0.29], [0.39, 0.07, 0.17], [-0.68, 0.26, -0.47], [0.08, 0.51, 0.44], [0.04, -0.02, -0.01], [-0.07, -0.03, -0.03], [0.00, -0.04, 0.03], [0.15, -0.11, -0.13], [0.00, 0.27, 0.17], [-0.31, -0.28, -0.40], [-0.09, 0.06, -0.14], [0.20, 0.00, 0.15], [-0.07, 0.00, -0.22], [0.01, -0.18, -0.41], [-0.04, 0.39, 0.24], [0.07, -0.05, 0.04], [0.03, 0.14, 0.28], [0.00, 0.03, -0.02], [-0.03, 0.03, 0.00], [-0.01, -0.05, -0.01], [0.13, -0.17, -0.04], [-0.26, -0.14, -0.05], [0.13, -0.15, -0.21], [0.03, 0.35, -0.07], [0.17, -0.15, 0.13], [0.16, 0.21, 0.30], [0.08, 0.00, -0.22], [0.09, -0.13, 0.13], [0.03, 0.20, 0.06], [0.08, -0.06, -0.23], [-0.17, -0.13, 0.07], [0.14, -0.16, 0.08], [0.04, 0.01, -0.26], [0.01, 0.20, 0.09], [-0.18, 0.01, -0.07], [-0.07, 0.14, -0.16], [0.06, -0.03, 0.26], [-0.18, 0.01, -0.09], [-0.04, -0.08, 0.06], [-0.13, -0.01, -0.20], [-0.03, -0.13, 0.00], [-0.12, 0.00, -0.15], [0.11, -0.05, 0.47], [0.09, -0.16, -0.11], [-0.11, 0.02, 0.23], [0.08, 0.20, 0.14], [-0.35, 0.18, -0.76], [0.01, -0.39, 0.75], [0.60, 0.98, -1.26], [-0.45, -0.14, 0.23], [-0.26, -0.59, -0.02], [-0.15, -0.57, 0.28], [0.70, 0.11, 0.18], [-0.35, 0.04, -0.10], [0.12, 0.03, 0.03], [0.08, -0.04, 0.04], [0.10, -0.09, 0.01], [-0.05, -0.02, 0.12], [-0.27, -0.05, 0.00], [0.15, 0.17, 0.05], [0.10, -0.03, 0.19], [0.15, -0.12, -0.11], [-0.09, 0.25, 0.01], [-0.18, -0.03, 0.09], [-0.03, 0.06, 0.06], [0.06, -0.05, 0.04], [-0.01, -0.07, 0.03], [0.13, -0.14, -0.03], [0.10, 0.07, 0.06], [0.00, 0.06, 0.13], [-0.02, 0.14, -0.03], [-0.05, 0.09, 0.06], [-0.01, 0.04, -0.04], [0.05, -0.04, -0.06], [-0.12, 0.06, -0.10], [-0.07, -0.03, -0.16], [0.10, -0.05, -0.06], [0.08, 0.07, -0.05], [-0.07, 0.00, -0.12], [-0.06, -0.08, 0.04], [0.07, -0.06, -0.02], [-0.03, -0.01, 0.07], [-0.04, -0.12, 0.07], [0.07, 0.03, -0.10], [0.10, 0.00, 0.02], [-0.05, 0.08, 0.09], [0.03, -0.02, -0.11], [-0.05, -0.04, 0.01], [-0.10, 0.08, 0.10], [0.02, -0.10, 0.05], [-0.09, -0.01, -0.08], [-0.01, 0.04, -0.15], [-0.09, 0.06, 0.06], [0.13, -0.05, 0.07], [0.14, -0.05, 0.04], [-0.02, -0.06, -0.10], [-0.06, -0.12, 0.04], [0.17, -0.06, 0.04], [0.06, 0.13, -0.10], [0.00, 0.03, -0.13]], "total_charge": -2, "homo_energy_ev": 0.63}

4.
{"formula": "C8H14OS2", "method": "ωB97M-V with the def2-TZVPD basis set", "elements": ["C", "C", "C", "C", "C", "C", "C", "C", "O", "S", "S", "H", "H", "H", "H", "H", "H", "H", "H", "H", "H", "H", "H", "H", "H"], "positions_angstrom": [[-0.7939, -1.5003, -0.1383], [-2.0667, -1.3243, -0.2987], [1.6322, -0.2198, -0.7998], [1.6908, 0.8488, 0.4243], [-3.1540, -1.5800, 0.7604], [-2.5866, -0.6774, -1.4858], [2.8012, 1.7604, 0.0484], [1.7291, 0.2043, 1.8193], [0.1412, 2.4212, -1.1295], [0.6365, -1.7284, -0.9240], [0.0948, 2.0391, 0.3083], [1.4491, 0.4788, -1.6147], [2.6581, -0.6333, -0.9042], [-4.1883, -1.2528, 0.4138], [-3.2571, -2.6460, 0.8555], [-2.7466, -1.2312, 1.7385], [-2.0235, 0.1693, -1.8813], [-2.7289, -1.3639, -2.4242], [-3.5821, -0.2786, -1.2754], [3.0338, 2.3697, 0.8959], [2.4879, 2.4317, -0.6904], [3.6685, 1.2410, -0.3105], [1.6742, -0.8040, 2.0495], [0.8027, 0.6801, 2.3236], [2.6275, 0.5956, 2.2391]], "atomic_forces_ev_per_a": [[0.47, -0.52, 1.49], [-1.21, 0.38, 0.86], [0.56, 1.53, 0.90], [-2.10, -2.75, -1.26], [0.39, -0.06, -0.11], [-1.62, 0.14, -3.85], [0.31, -0.11, 1.09], [-1.83, 4.00, 0.10], [-0.38, 0.41, -0.23], [0.66, 0.24, -0.30], [1.50, -1.74, -0.02], [-0.15, -0.48, -0.57], [-0.52, 0.39, 0.05], [1.56, 0.18, 0.87], [0.02, -0.69, 0.19], [-0.98, 0.07, -0.61], [0.39, -0.12, 0.25], [0.28, 0.85, 1.74], [0.04, -0.02, -0.20], [0.54, 0.41, 0.66], [-0.43, 0.87, -1.42], [0.57, -0.32, 0.01], [-0.19, -2.18, -0.65], [1.59, -0.77, 0.02], [0.51, 0.27, 1.00]], "total_charge": 0, "homo_energy_ev": [-8.69, -6.83], "relative_energy_ev": 3.1437}

5.
{"formula": "C3H6F2NP", "method": "ωB97M-V with the def2-TZVPD basis set", "elements": ["C", "C", "C", "N", "F", "F", "P", "H", "H", "H", "H", "H", "H"], "positions_angstrom": [[-0.9961, 0.4272, 0.8545], [1.1198, 0.2404, -1.1254], [-1.9427, 0.3314, -0.0233], [1.2799, -1.7555, 0.6768], [-1.7234, -0.5202, -1.0937], [-3.1268, 0.9045, -0.1574], [0.6894, -0.3263, 0.4946], [2.1099, 0.6952, -1.3121], [0.3643, 1.1032, -1.1638], [0.8967, -0.7060, -1.7085], [-1.0700, 1.1410, 1.6914], [1.1859, -2.2204, 1.5540], [1.2130, 0.6855, 1.3128]], "atomic_forces_ev_per_a": [[8.45, 0.54, 7.32], [-1.48, 0.49, -0.54], [-7.96, -2.26, -9.50], [-0.77, 0.10, -0.66], [-0.41, 0.81, 1.16], [0.27, 0.17, 0.60], [0.77, 1.35, 2.00], [-0.39, -0.74, 0.48], [0.83, -1.19, -1.11], [0.18, 1.64, -0.14], [0.18, -0.64, -0.51], [-0.09, -0.28, 0.59], [0.44, 0.02, 0.32]], "total_charge": 0, "s_squared": 2.01, "homo_energy_ev": [-5.84, -9.16], "relative_energy_ev": 2.2840, "spin_multiplicity": 3}

6.
{"formula": "C2H10NO", "method": "ωB97M-V with the def2-TZVPD basis set", "elements": ["O", "H", "H", "H", "C", "N", "C", "H", "H", "H", "H", "H", "H", "H"], "positions_angstrom": [[-0.7462, 0.5288, 2.1568], [-0.4046, 1.3110, 2.6204], [-0.3108, 1.0293, -1.0499], [-1.6213, 0.4093, 2.5579], [-0.6402, -0.9639, -1.2798], [0.0170, 0.1837, -0.5948], [1.5232, 0.1142, -0.6900], [-0.1536, -1.1009, -2.2351], [-0.5063, -1.8655, -0.6971], [-1.7020, -0.7832, -1.3513], [-0.2240, 0.3142, 0.3957], [1.9034, -0.3588, 0.2001], [1.8964, 1.1222, -0.7723], [1.7860, -0.2792, -1.6633]], "atomic_forces_ev_per_a": [[-0.13, 0.49, 0.22], [0.05, -0.29, -0.14], [0.07, 0.21, -0.14], [0.19, -0.18, -0.21], [-0.07, -0.32, 0.67], [0.72, 0.14, -0.53], [-0.56, 1.00, -0.51], [-0.20, 0.10, -0.26], [0.19, -0.11, 0.20], [-0.19, 0.15, -0.24], [-0.52, -0.37, 0.36], [0.26, -0.47, -0.15], [0.09, 0.48, 0.53], [0.11, -0.83, 0.22]], "total_charge": 1, "homo_energy_ev": -16.46, "relative_energy_ev": 0.3237}

Short version: energy = -627.3521, -760.8301, -3273.0026, -1184.6524, -713.4964, -211.9465 a.u., in the order given.